Density functional theory data (the ωB97M-V functional and the def2-TZVPD basis) for C24H18AsCoO6S3 as an isolated structure.

Max |F| = 0.55 eV/A
ΔE to the lowest compared entry with this formula, charge and spin = 0.0 kJ/mol
Orbital gap (alpha / beta) = 9.076 / 6.668 eV
2S+1 = 5

CARTESIAN COORDINATES (ANGSTROEM)
Co: 1.28840 0.11071 1.03096
O: 4.86228 1.63611 1.07134
S: 3.45681 1.46033 1.20780
O: 3.01702 0.35375 2.10743
O: 2.69189 1.20858 -0.05140
C: 2.80727 2.95829 1.94107
C: 3.71665 4.00475 1.96629
C: 3.38733 5.22362 2.54593
C: 2.14831 5.39681 3.12176
C: 1.21468 4.36811 3.09052
C: 1.51390 3.14833 2.50236
S: 0.09039 2.05734 2.30487
O: 0.40106 0.70744 2.85096
O: -1.02946 2.72127 2.88577
O: 0.05291 1.85898 0.83465
H: 4.69825 3.84385 1.54480
H: 4.11306 6.02770 2.54883
H: 1.88955 6.33719 3.59172
H: 0.22763 4.50887 3.50682
S: -1.24661 1.88927 -1.96640
C: -2.37311 0.98409 -1.03680
C: -3.65786 1.52497 -0.83792
C: -4.58075 0.91286 -0.00809
C: -4.24015 -0.26578 0.63548
C: -2.98494 -0.84100 0.43294
C: -2.06077 -0.24380 -0.40463
As: -0.27684 -1.02577 -0.42951
C: -0.66332 -2.87105 -0.05845
C: -0.38015 -3.37649 1.20635
C: -0.71005 -4.68915 1.52410
C: -1.32262 -5.49314 0.57461
C: -1.59922 -4.98940 -0.69238
C: -1.27150 -3.68014 -1.01141
C: 0.30070 -1.12396 -2.26006
C: -0.57800 -1.06785 -3.33428
C: -0.09509 -1.18866 -4.62742
C: 1.26708 -1.36076 -4.85035
C: 2.14446 -1.41338 -3.77858
C: 1.66113 -1.29095 -2.48041
H: -3.89479 2.45329 -1.34019
H: -5.55346 1.36153 0.14900
H: -4.94344 -0.74508 1.30509
H: -2.74880 -1.76733 0.93812
H: 0.09654 -2.75238 1.95392
H: -0.48921 -5.07867 2.50990
H: -1.58178 -6.51611 0.81832
H: -2.07065 -5.62064 -1.43547
H: -1.48284 -3.30088 -2.00202
H: -1.63891 -0.92684 -3.16905
H: -0.78230 -1.13917 -5.46353
H: 1.64264 -1.44360 -5.86255
H: 3.20609 -1.53748 -3.94701
H: 2.36059 -1.30857 -1.65380

Cartesian forces (eV/Å) of the 6 atoms listed first:
0.1 0.2 0.3
0.1 0.0 -0.1
-0.4 -0.3 -0.1
0.1 0.1 0.0
0.1 0.2 0.3
-0.3 0.2 0.2

Density functional theory data (the ωB97M-V functional and the def2-TZVPD basis) for C24H18AuN4O2S as an isolated structure at a distorted geometry.

Total charge = +1
Max |F| = 1.93 eV/A
ΔE to the lowest compared entry with this formula, charge and spin = 28.9 kJ/mol
Orbital gap (alpha / beta) = 7.861 / 5.643 eV
2S+1 = 3

CARTESIAN COORDINATES (ANGSTROEM)
Au: 0.58321 0.59471 -1.64078
O: 2.20077 -0.50041 -2.27282
C: 2.14848 -1.60035 -2.92024
C: 3.36533 -2.34444 -2.98850
C: 3.46152 -3.49695 -3.70126
C: 2.35013 -3.98779 -4.43162
C: 1.16276 -3.31964 -4.38833
C: 0.98855 -2.13673 -3.62799
C: -0.32169 -1.60132 -3.62872
N: -0.74001 -0.57531 -2.94472
N: -1.97477 -0.17797 -2.88690
C: -2.18628 0.95700 -2.18810
O: -1.28044 1.63576 -1.61557
C: -3.57742 1.42102 -2.10787
C: -3.83749 2.78833 -2.01750
C: -5.14243 3.23497 -1.92149
C: -6.18625 2.31849 -1.88316
C: -5.92607 0.95599 -1.94093
C: -4.62588 0.50222 -2.07138
H: 4.20560 -1.94595 -2.43641
H: 4.39158 -4.04966 -3.70644
H: 2.44819 -4.89203 -5.01537
H: 0.31368 -3.71425 -4.93167
H: -1.04892 -2.10911 -4.26141
H: -3.00983 3.48513 -2.03637
H: -5.34616 4.29596 -1.87445
H: -7.20803 2.66784 -1.81478
H: -6.74009 0.24564 -1.88750
H: -4.41310 -0.55681 -2.12787
S: 0.23753 0.03937 5.22818
C: 0.22645 0.16999 3.44049
C: -0.12929 1.35604 2.81388
C: -0.04684 1.42701 1.43413
N: 0.35695 0.39540 0.69037
C: 0.65996 -0.75802 1.28883
C: 0.59986 -0.91782 2.66067
C: 1.95913 0.52733 5.42474
C: 2.94792 -0.43587 5.53126
C: 4.26422 -0.00276 5.65192
N: 4.60160 1.27922 5.67034
C: 3.64510 2.19438 5.59034
C: 2.29879 1.86968 5.46921
H: -0.46245 2.20836 3.38861
H: -0.31687 2.32950 0.90069
H: 0.96702 -1.57552 0.64733
H: 0.84371 -1.86695 3.11619
H: 2.70808 -1.49040 5.53127
H: 5.07688 -0.71518 5.73776
H: 3.96408 3.22982 5.62992
H: 1.54321 2.64213 5.42404

Cartesian forces (eV/Å) of the 6 atoms listed first:
-0.8 -0.5 -0.2
0.2 -0.1 0.3
0.1 0.0 -0.2
0.2 -0.1 0.0
0.0 0.2 0.2
-0.4 0.1 -0.1

Density functional theory data (the ωB97M-V functional and the def2-TZVPD basis) for C24H18BrCl2FN4O6S2Ti as an isolated structure.

Max |F| = 0.48 eV/A
ΔE to the lowest compared entry with this formula, charge and spin = 16.9 kJ/mol
Orbital gap = 6.680 eV

CARTESIAN COORDINATES (ANGSTROEM)
Ti: -0.28942 1.08290 -0.18330
C: -1.97762 2.01349 3.84104
C: -1.65581 2.09867 2.36896
S: 0.05190 2.01988 1.95225
C: -2.59811 2.27741 1.41876
C: -4.06403 2.38972 1.71761
S: -2.17733 2.43417 -0.28055
H: -1.06822 1.88878 4.42541
H: -2.63488 1.16941 4.06454
H: -2.47804 2.91852 4.18981
H: -4.25822 2.51394 2.78137
H: -4.59970 1.50158 1.37379
H: -4.49223 3.24180 1.18701
O: 5.44724 -1.95275 0.44101
C: 4.24048 -1.37623 0.34416
C: 3.98232 -0.06665 0.74323
C: 2.70167 0.41252 0.61043
N: 1.67702 -0.30181 0.11576
C: 1.95960 -1.53968 -0.28276
Br: 0.56551 -2.60793 -0.99205
C: 3.20366 -2.13163 -0.18925
H: 6.07338 -1.35224 0.86066
H: 4.75496 0.56380 1.16098
H: 2.47313 1.42773 0.90695
H: 3.36797 -3.14995 -0.50514
Cl: 2.91565 4.13480 -2.41092
C: 1.75138 3.13740 -3.19681
C: 1.61927 3.20716 -4.60298
C: 0.71165 2.43224 -5.26677
Cl: 0.57891 2.54766 -6.99104
C: -0.13015 1.52849 -4.56626
C: -1.10381 0.67691 -5.12666
C: -1.84083 -0.13355 -4.30414
C: -1.62024 -0.11152 -2.91496
N: -0.70655 0.66579 -2.37206
C: 0.02216 1.47929 -3.17434
C: 0.95902 2.28230 -2.46909
O: 0.96889 2.12087 -1.16367
H: 2.25223 3.89077 -5.15039
H: -1.26171 0.67429 -6.19630
H: -2.59688 -0.79254 -4.70530
H: -2.19589 -0.72874 -2.23310
F: 2.26537 -1.28865 3.35362
C: 1.28097 -2.09749 2.93833
C: 0.05105 -1.62892 2.71002
N: -0.96465 -2.45358 2.28255
C: -2.24907 -1.88028 1.90029
C: -2.19308 -1.32670 0.47101
O: -2.93691 -1.70265 -0.40314
O: -1.23301 -0.45698 0.29972
C: -0.76966 -3.80942 2.07979
O: -1.63938 -4.56293 1.70669
N: 0.52201 -4.24310 2.32902
C: 1.62533 -3.49856 2.72414
O: 2.72650 -3.98547 2.84212
H: -0.19937 -0.58220 2.83600
H: -2.49483 -1.07895 2.59738
H: -2.99919 -2.66446 1.94379
H: 0.67958 -5.22676 2.16276

Cartesian forces (eV/Å) of the 6 atoms listed first:
-0.2 0.4 0.1
0.0 0.0 0.1
0.0 0.0 -0.1
0.1 -0.1 -0.2
0.1 0.0 0.0
-0.1 0.0 0.0

Density functional theory data (the ωB97M-V functional and the def2-TZVPD basis) for C24H18BrNO5PPtSe as an isolated structure at a distorted geometry.

Total charge = -1
Max |F| = 4.06 eV/A
ΔE to the lowest compared entry with this formula, charge and spin = 188.0 kJ/mol
Orbital gap = 5.448 eV

CARTESIAN COORDINATES (ANGSTROEM)
Pt: 1.16640 -1.32651 0.86767
O: 0.72750 -3.68311 -0.45583
C: 0.22970 -2.57261 -0.40453
C: -0.93210 -2.10381 -1.09473
C: -1.68870 -3.03551 -1.84433
C: -2.73930 -2.63421 -2.62633
C: -3.06950 -1.27741 -2.71923
C: -2.36330 -0.35051 -1.97253
C: -1.32510 -0.73591 -1.13623
P: -0.36870 0.43969 -0.14913
C: -1.23790 0.61659 1.44097
C: -0.66850 1.51679 2.33807
C: -1.09690 1.55269 3.64937
C: -2.08030 0.67469 4.07667
C: -2.68200 -0.18681 3.17517
C: -2.26690 -0.21951 1.85547
C: -0.85540 2.03319 -0.93343
C: -0.14240 2.49149 -2.03503
C: -0.50570 3.66749 -2.66643
C: -1.58880 4.39779 -2.20103
C: -2.28860 3.96109 -1.08823
C: -1.92410 2.78679 -0.45593
H: -1.39730 -4.07311 -1.78853
H: -3.31050 -3.36261 -3.18563
H: -3.86370 -0.95411 -3.37693
H: -2.61460 0.69749 -2.05113
H: 0.13580 2.15939 2.00267
H: -0.63680 2.23359 4.35087
H: -2.35160 0.64009 5.12257
H: -3.44840 -0.87061 3.51137
H: -2.70440 -0.91911 1.15717
H: 0.69040 1.90649 -2.40073
H: 0.05460 4.01719 -3.52273
H: -1.88590 5.30719 -2.70413
H: -3.12610 4.53429 -0.71323
H: -2.48140 2.43769 0.40047
Br: 7.16190 -1.06951 -1.90773
C: 5.42740 -1.09131 -1.15183
C: 4.58570 0.01269 -1.31643
C: 3.29670 -0.06911 -0.85893
N: 2.79710 -1.18281 -0.27933
C: 3.62970 -2.23841 -0.09813
C: 4.93410 -2.23311 -0.51193
H: 4.94440 0.91009 -1.79163
H: 2.61030 0.76129 -0.96013
H: 3.20140 -3.10721 0.38907
H: 5.56330 -3.09461 -0.35143
O: 1.09390 -1.44161 4.94197
Se: 1.31460 -1.47771 3.38277
O: 2.25380 -2.67651 2.84607
O: -0.10450 -1.67011 2.49497
O: 1.93070 -0.09821 2.75037

Cartesian forces (eV/Å) of the 6 atoms listed first:
-1.6 0.4 -1.0
-0.9 -0.1 -0.9
3.1 0.0 2.6
-2.5 0.4 -1.8
0.8 0.4 0.6
-0.5 0.4 -0.3

Density functional theory data (the ωB97M-V functional and the def2-TZVPD basis) for C24H19AuClIN5O5 as an isolated structure.

Total charge = +1
Max |F| = 0.59 eV/A
ΔE to the lowest compared entry with this formula, charge and spin = 0.0 kJ/mol
Orbital gap (alpha / beta) = 7.634 / 4.815 eV
2S+1 = 3

CARTESIAN COORDINATES (ANGSTROEM)
Au: -1.98428 -0.42451 -0.43513
O: -2.78596 -4.31543 -1.61763
C: -2.47498 -3.31451 -1.02625
N: -3.01906 -2.05719 -1.17396
C: -4.26609 -1.85764 -1.71940
O: -5.10078 -2.69818 -1.93733
C: -4.56109 -0.40494 -2.03132
C: -5.74573 -0.06124 -2.65611
C: -5.97425 1.27133 -2.95391
C: -5.01139 2.21379 -2.62358
C: -3.85463 1.79117 -1.99488
N: -3.64594 0.50833 -1.70476
C: -1.36309 -3.35327 0.00519
C: -0.67806 -4.53306 0.23178
C: 0.30076 -4.54933 1.20969
C: 0.55917 -3.38778 1.92306
C: -0.15723 -2.24548 1.62095
N: -1.10568 -2.23539 0.68819
H: -6.44934 -0.84621 -2.89302
H: -6.89097 1.57317 -3.44173
H: -5.14780 3.26185 -2.84705
H: -3.07390 2.48857 -1.72115
H: -0.94019 -5.40261 -0.35365
H: 0.85261 -5.45632 1.41718
H: 1.30141 -3.36650 2.70856
H: 0.01572 -1.31247 2.13992
I: -2.44812 5.38820 1.70902
C: -1.73439 3.70651 0.76866
C: -0.76078 3.63943 -0.20839
N: -0.62213 2.35253 -0.55077
N: -1.44200 1.57683 0.16951
C: -2.13471 2.38369 0.96884
H: -0.16988 4.41110 -0.67007
H: 0.10812 1.92161 -1.16766
H: -2.88058 1.99204 1.63976
C: 3.96664 2.23447 0.15298
C: 4.38952 1.21707 1.17265
C: 5.09585 1.64090 2.27240
C: 5.47888 0.77015 3.30276
Cl: 6.35837 1.37675 4.61484
C: 5.12690 -0.59711 3.27913
C: 4.42971 -1.05859 2.21283
C: 4.08120 -0.19357 1.12161
O: 3.47498 -0.82897 0.16558
C: 3.15976 -0.32636 -1.14776
C: 1.70116 0.21071 -1.18236
O: 1.57282 1.28890 -1.79604
O: 0.84679 -0.49183 -0.63160
H: 3.98233 3.22112 0.61088
H: 2.97148 2.05624 -0.25199
H: 4.66295 2.25363 -0.68904
H: 5.35103 2.68812 2.36262
H: 5.41721 -1.24639 4.09199
H: 4.14266 -2.09658 2.12681
H: 3.20696 -1.20233 -1.79175
H: 3.86806 0.42560 -1.46911

Cartesian forces (eV/Å) of the 6 atoms listed first:
-0.6 0.1 0.0
0.0 -0.1 0.0
0.0 0.0 0.1
0.2 -0.1 0.1
0.0 0.0 0.0
0.0 0.0 0.0

- max |F| of number 1 (C24H18AsCoO6S3)?
  0.55 eV/A